1.
Formula: C29H25NO2S
Source: OMol25
Level of theory: ωB97M-V/def2-TZVPD

```
58
Properties=species:S:1:pos:R:3:mulliken_charge:R:1
C -5.27 -2.44 1.96 -1.39
C -3.91 -1.82 1.85 1.10
C -3.82 -0.44 1.48 -1.19
C -2.58 0.07 1.22 0.02
C -1.41 -0.65 1.20 0.40
C -0.14 -0.12 0.67 0.32
C 1.14 -0.74 1.02 0.43
C 2.18 0.04 1.48 0.10
C 3.40 -0.46 1.83 -1.09
C 3.59 -1.87 1.76 1.10
C 4.98 -2.42 1.98 -1.45
C 2.58 -2.70 1.25 -1.27
C 1.34 -2.14 0.85 -0.67
C -1.52 -2.00 1.76 -0.61
C -2.75 -2.56 2.01 -1.13
H -5.22 -3.56 2.00 0.36
H -5.76 -2.11 2.90 0.29
H -5.98 -2.18 1.13 0.33
H -4.76 0.16 1.43 0.38
H -2.54 1.15 1.05 0.43
H -0.07 0.96 0.91 0.43
H 2.01 1.12 1.64 0.08
H 4.22 0.16 2.22 0.34
H 4.95 -3.52 2.06 0.35
H 5.72 -2.17 1.18 0.26
H 5.38 -2.02 2.92 0.38
H 2.75 -3.80 1.19 0.22
H 0.61 -2.78 0.44 0.91
H -0.66 -2.57 2.03 0.81
H -2.84 -3.61 2.37 0.28
C -0.50 -2.53 -3.82 -0.47
C -1.53 -2.16 -2.97 -0.87
C -1.37 -1.14 -2.06 -0.21
C -0.17 -0.44 -1.99 -0.09
C -0.07 0.72 -1.03 1.61
C -1.29 1.54 -1.17 -0.15
N -2.20 2.29 -1.12 -0.77
S 1.25 1.82 -1.68 1.53
C 0.94 3.44 -1.04 -0.09
C 0.50 4.44 -1.91 -0.21
C 0.18 5.70 -1.37 -0.61
C 0.33 5.92 -0.01 -0.44
C 0.82 4.94 0.83 -0.69
C 1.17 3.68 0.31 -0.20
O 2.55 1.39 -1.14 -0.63
O 1.08 1.89 -3.10 -0.68
C 0.93 -0.88 -2.77 -0.24
C 0.73 -1.89 -3.74 -1.03
H -0.62 -3.40 -4.50 0.34
H -2.54 -2.64 -3.03 0.37
H -2.21 -0.75 -1.46 0.32
H 0.42 4.22 -2.97 0.46
H -0.19 6.46 -2.04 0.40
H 0.06 6.90 0.41 0.36
H 0.94 5.10 1.90 0.42
H 1.64 2.92 0.92 0.28
H 1.92 -0.39 -2.79 0.42
H 1.56 -2.13 -4.44 0.34
```

The calculation puts the LUMO energy at -0.0049 hartree. The calculation puts the total energy at -1723.387643 Ha. The maximum force is 4.73 eV Å⁻¹. The energy above the lowest of the compared OMol25 structures with the same formula, charge and spin comes out at 0.0 kcal per mole.

2.
Formula: C29H26AsN2O6PRuS4
Source: OMol25
Level of theory: ωB97M-V/def2-TZVPD

```
70
Properties=species:S:1:pos:R:3:mulliken_charge:R:1
Ru 1.08 0.05 0.42 1.18
S 2.07 -0.40 2.62 -0.50
C 3.24 0.69 1.97 0.63
C 4.42 1.18 2.55 -0.92
C 5.18 2.08 1.84 -0.11
C 4.77 2.49 0.57 -0.94
C 3.60 1.97 0.06 -0.36
N 2.86 1.10 0.75 0.35
H 4.70 0.84 3.54 0.45
H 6.09 2.47 2.27 0.36
H 5.34 3.20 -0.01 0.41
H 3.21 2.25 -0.91 0.49
O -0.15 -3.65 -0.59 -0.54
As -1.34 -2.39 -0.46 -0.08
O -2.21 -2.28 -1.84 -0.85
O -0.57 -0.91 -0.17 0.86
C -2.53 -2.92 0.99 -0.01
C -3.85 -2.99 0.56 -0.60
C -4.85 -3.43 1.42 -0.60
C -4.53 -3.82 2.71 -0.52
C -3.21 -3.75 3.14 -0.59
C -2.21 -3.30 2.29 0.00
S -0.56 -3.15 3.00 1.42
O -0.36 -1.71 3.05 -0.75
O -0.63 -3.81 4.28 -0.81
O 0.34 -3.82 2.05 -0.84
H 0.17 -3.83 0.34 0.46
H -4.08 -2.71 -0.46 0.47
H -5.88 -3.48 1.07 0.38
H -5.30 -4.18 3.38 0.37
H -2.93 -4.05 4.14 0.50
C 3.78 -4.89 -2.61 -1.55
C 3.21 -3.70 -1.91 1.32
C 3.46 -3.48 -0.56 -0.94
C 2.90 -2.39 0.08 -0.47
N 2.12 -1.51 -0.56 0.70
C 1.87 -1.72 -1.86 -0.57
C 2.41 -2.78 -2.56 -1.00
H 4.87 -4.82 -2.69 0.33
H 3.38 -4.99 -3.62 0.36
H 3.55 -5.81 -2.07 0.35
H 4.05 -4.17 0.02 0.38
H 3.04 -2.22 1.14 0.35
H 1.19 -1.03 -2.33 0.37
H 2.15 -2.90 -3.60 0.33
S -0.11 1.88 1.54 -0.67
P -0.55 2.45 -0.33 1.84
S 0.72 1.45 -1.55 -0.61
C -2.27 2.10 -0.78 0.33
C -3.28 2.93 -0.32 -0.42
C -4.60 2.62 -0.57 -0.63
C -4.92 1.46 -1.28 -0.45
C -3.91 0.62 -1.73 -0.62
C -2.58 0.94 -1.49 -0.70
C -0.38 4.24 -0.58 0.15
C -0.81 4.80 -1.78 -0.26
C -0.64 6.15 -2.02 -0.67
C -0.04 6.95 -1.05 -0.37
C 0.39 6.40 0.14 -0.60
C 0.22 5.04 0.38 -0.47
H -3.04 3.83 0.24 0.39
H -5.39 3.27 -0.21 0.38
H -5.96 1.21 -1.46 0.37
H -4.14 -0.29 -2.26 0.41
H -1.80 0.27 -1.83 0.45
H -1.29 4.17 -2.53 0.40
H -0.98 6.59 -2.95 0.38
H 0.09 8.01 -1.23 0.37
H 0.86 7.02 0.90 0.39
H 0.56 4.59 1.30 0.33
```

The calculation puts the LUMO energy (spin up / spin down) at 0.0850 / 0.0740 hartree. As for the net charge: -1. The calculation puts the total energy at -5946.664109 Ha. The maximum force is 0.76 eV Å⁻¹. Its expectation value of S² is 0.755. The spin multiplicity is 2. The energy above the lowest of the compared OMol25 structures with the same formula, charge and spin comes out at 0.0 kcal per mole.

3.
Formula: C29H26AuBrN3O3S2
Source: OMol25
Level of theory: ωB97M-V/def2-TZVPD

```
65
Properties=species:S:1:pos:R:3:mulliken_charge:R:1
Au 0.28 -0.14 0.09 1.88
C -3.33 2.28 -1.37 -1.67
C -2.20 1.80 -0.50 0.92
N -1.44 0.85 -0.95 1.08
N -1.65 0.35 -2.18 -0.88
C -0.70 -0.27 -2.77 0.38
S 0.89 -0.60 -2.22 -0.41
S -1.04 -0.76 -4.44 -0.17
C -2.63 -1.67 -4.25 -1.17
C -2.37 -2.98 -3.58 0.71
C -2.67 -3.17 -2.24 0.04
C -2.41 -4.37 -1.62 -0.58
C -1.81 -5.40 -2.32 -0.53
C -1.49 -5.22 -3.66 -0.58
C -1.78 -4.02 -4.29 -0.50
C -1.96 2.43 0.77 0.34
C -2.44 3.74 0.96 -1.20
C -2.27 4.43 2.13 -0.83
C -1.62 3.81 3.21 -0.41
C -1.12 2.55 3.06 -0.59
C -1.23 1.82 1.85 0.76
O -0.75 0.63 1.83 -0.81
H -3.64 1.45 -2.01 0.36
H -2.99 3.08 -2.02 0.22
H -4.17 2.62 -0.77 0.51
H -2.98 -1.80 -5.27 0.53
H -3.31 -1.04 -3.68 0.36
H -3.11 -2.36 -1.68 0.16
H -2.65 -4.50 -0.57 0.44
H -1.58 -6.34 -1.83 0.40
H -1.01 -6.01 -4.21 0.38
H -1.52 -3.88 -5.33 0.36
H -2.94 4.23 0.14 0.35
H -2.62 5.45 2.23 0.39
H -1.52 4.33 4.15 0.38
H -0.60 2.06 3.87 0.47
Br -0.28 4.32 -2.27 -0.19
C 1.37 4.01 -1.37 -0.47
C 2.37 4.96 -1.51 -0.42
C 3.56 4.76 -0.84 -0.55
C 3.73 3.64 -0.05 -0.64
C 2.73 2.68 0.07 0.07
C 1.53 2.88 -0.60 0.77
C 3.01 1.45 0.95 0.21
O 3.98 1.54 1.69 -0.72
O 2.27 0.44 0.83 -0.94
H 2.21 5.83 -2.13 0.39
H 4.36 5.49 -0.93 0.37
H 4.65 3.47 0.50 0.48
H 0.74 2.15 -0.51 0.45
C 1.54 -3.28 -0.11 -1.43
C 0.24 -3.23 0.59 0.60
C -0.38 -4.22 1.37 -0.87
C -1.59 -3.70 1.77 -1.20
C -1.69 -2.42 1.20 0.48
C -2.84 -1.49 1.30 -0.93
N -0.58 -2.15 0.50 0.20
H 2.00 -4.25 0.01 0.40
H 2.21 -2.50 0.27 0.21
H 1.39 -3.07 -1.17 0.20
H 0.04 -5.18 1.62 0.48
H -2.34 -4.18 2.38 0.50
H -3.76 -2.04 1.52 0.37
H -2.97 -0.94 0.37 -0.09
H -2.66 -0.76 2.08 0.18
```

The calculation puts the LUMO energy (spin up / spin down) at 0.0082 / 0.0084 hartree. As for the net charge: -1. The calculation puts the total energy at -5016.758404 Ha. The maximum force is 2.40 eV Å⁻¹.

4.
Formula: C29H26AuFIN3O11S2
Source: OMol25
Level of theory: ωB97M-V/def2-TZVPD

```
74
Properties=species:S:1:pos:R:3:mulliken_charge:R:1
Au 0.39 0.45 -0.02 0.36
C 5.22 -5.52 -1.82 -1.05
C 4.79 -5.13 -0.40 -1.07
N 3.61 -4.27 -0.39 0.25
C 3.79 -2.93 -0.51 -0.41
C 2.84 -1.99 -0.29 -0.31
C 3.26 -0.53 -0.51 0.55
O 4.45 -0.34 -0.70 -0.72
O 2.37 0.39 -0.55 -0.61
C 1.56 -2.44 0.20 1.11
O 0.75 -1.75 0.81 -0.62
C 1.29 -3.86 -0.02 0.52
C -0.03 -4.31 0.08 -0.34
C -0.30 -5.65 -0.06 0.14
F -1.58 -6.07 0.03 -0.36
C 0.72 -6.58 -0.30 -1.65
C 2.02 -6.12 -0.41 -0.05
C 2.33 -4.76 -0.27 -0.24
N 0.47 -7.97 -0.50 0.28
C 1.24 -8.95 0.23 -0.75
C 1.66 -10.05 -0.77 -0.72
N 0.69 -9.97 -1.90 -0.13
C -0.71 -9.88 -1.38 -0.65
C -0.87 -8.47 -0.78 -0.79
H 6.07 -6.20 -1.78 0.37
H 5.52 -4.63 -2.37 0.36
H 4.41 -6.00 -2.36 0.30
H 5.60 -4.59 0.08 0.48
H 4.59 -6.02 0.20 0.49
H 4.78 -2.58 -0.78 0.58
H -0.82 -3.60 0.24 0.70
H 2.80 -6.83 -0.63 0.71
H 0.64 -9.39 1.04 0.32
H 2.12 -8.49 0.68 0.51
H 1.62 -11.04 -0.33 0.37
H 2.66 -9.87 -1.17 0.42
H 0.81 -10.74 -2.56 0.32
H 0.86 -9.08 -2.37 0.37
H -0.85 -10.66 -0.64 0.32
H -1.42 -10.04 -2.19 0.36
H -1.50 -8.52 0.11 0.46
H -1.36 -7.80 -1.49 0.51
O -2.34 2.08 1.96 -0.56
S -1.46 2.89 0.74 1.08
O -1.84 4.28 0.83 -0.57
O -0.02 2.65 0.96 -0.68
C -3.85 1.54 -0.58 0.01
C -4.58 2.72 -0.64 -0.09
C -4.57 3.50 -1.78 -0.54
C -3.82 3.12 -2.88 -0.64
C -3.11 1.93 -2.83 -0.82
C -3.13 1.12 -1.71 0.19
S -2.23 -0.44 -1.96 1.58
O -0.76 -0.08 -1.94 -0.77
O -2.58 -0.77 -3.33 -0.82
O -2.60 -1.46 -1.01 -0.70
H -5.14 3.03 0.24 0.42
H -5.14 4.42 -1.81 0.39
H -3.79 3.73 -3.77 0.39
H -2.54 1.58 -3.68 0.46
I -3.65 -4.00 5.40 0.02
C -3.29 -2.35 4.14 -0.06
C -2.05 -2.22 3.54 -0.58
C -1.83 -1.16 2.68 -0.06
C -2.84 -0.26 2.40 -0.39
C -4.07 -0.38 3.04 -0.48
C -4.30 -1.43 3.92 -0.61
C -2.62 0.80 1.34 1.64
O -3.88 0.86 0.62 -0.41
O -1.65 0.58 0.45 0.45
H -1.26 -2.93 3.74 0.43
H -0.88 -1.05 2.20 0.19
H -4.85 0.35 2.85 0.48
H -5.25 -1.53 4.42 0.39
```

The calculation puts the LUMO energy (spin up / spin down) at -0.0704 / -0.0704 hartree. The calculation puts the total energy at -3442.031962 Ha. The maximum force is 1.27 eV Å⁻¹. Its expectation value of S² is 2.008. The spin multiplicity is 3. The energy above the lowest of the compared OMol25 structures with the same formula, charge and spin comes out at 34.3 kcal per mole.